# H26O13

A cluster of 13 separate species, H26O13 in total in a non-equilibrium geometry (the ωB97M-V functional and the def2-TZVPD basis, the OMol25 dataset).

As for the energy above the lowest of the compared OMol25 structures with the same formula, charge and spin: 147.7 kcal per mole.

Structure (ORCA input):
```
! RIJCOSX wB97M-V def2-TZVPD def2/J DEFGRID3
* xyz 0 1
O -0.6602 4.4223 0.2614
O -2.3442 1.3420 -1.6070
O 1.7948 1.8660 -0.0402
O 0.1250 1.7634 -2.4728
O 2.3993 -4.1927 -0.8078
O 0.7080 -0.5161 -1.5618
O 3.6083 1.5889 1.1521
O 0.1794 -1.3122 1.0712
O -5.0189 -0.5849 -0.4787
O 3.2258 -2.3148 -0.5272
O -3.3941 -0.4902 1.9623
O -3.3043 -2.5007 0.6405
O 1.2354 0.8337 2.3510
H -0.9079 3.5304 0.5300
H 2.0987 0.9959 2.7479
H 4.0436 2.4442 1.0631
H 1.0244 2.0873 -2.5957
H 3.0273 -3.7430 -1.3844
H 0.1492 0.8656 -2.8227
H -3.0318 0.6813 -1.7471
H 1.2530 2.4694 -0.5611
H 4.0031 1.0513 0.4563
H 0.6164 0.9490 3.0808
H 1.0893 -1.1458 0.8002
H 3.3160 -1.6882 -1.2540
H -2.3436 1.8564 -2.4220
H -2.7257 -0.4148 2.6525
H 1.2949 1.0419 -0.0410
H 2.9301 -1.7737 0.2136
H 0.2891 4.4610 0.4239
H 2.2803 -3.5835 -0.0704
H 1.4776 -0.7534 -1.0323
H -3.4795 0.4066 1.6195
H -4.0799 -0.7781 -0.3783
H 0.0819 -0.1622 -0.9201
H -3.2590 -3.0174 -0.1719
H 0.2645 -1.7218 1.9396
H -5.2563 -1.0030 -1.3140
H -2.7100 -2.9604 1.2443
*
```

Atom charges from the Löwdin analysis, given in e for atoms 1 to 4: O -0.05; O -0.06; O -0.08; O -0.08

# C4H8N2O2

A structure of composition C4H8N2O2 in a non-equilibrium geometry (the ωB97M-V functional and the def2-TZVPD basis, the OMol25 dataset).

As for the energy above the lowest of the compared OMol25 structures with the same formula, charge and spin: 130.5 kcal per mole.

Structure (ORCA input):
```
! RIJCOSX wB97M-V def2-TZVPD def2/J DEFGRID3
* xyz 0 1
O 0.5574 0.9477 -0.0989
O 1.0261 -3.2440 -0.5602
N -0.0865 -1.3409 0.2176
N 1.8666 -1.2091 -0.9777
C -0.0433 2.2724 0.4948
C 0.9815 -2.0533 -0.5373
C -1.7870 0.2719 0.3012
C -0.4298 -0.0494 0.2448
H 0.7897 2.8628 0.8258
H -0.7115 1.7340 1.5301
H -2.3320 -0.7877 0.6803
H -0.5933 2.9409 -0.3263
H 2.8834 -1.4036 -1.1957
H -1.1171 -1.9484 0.2052
H 1.3289 -0.1372 -1.0285
H -2.3330 1.1438 0.2249
*
```

Atom charges from the Löwdin analysis, given in e for atoms 1 to 4: O -0.18; O 0.07; N 0.09; N 0.14

# C15H48O15

A cluster of 9 separate species, C15H48O15 in total in a non-equilibrium geometry (the ωB97M-V functional and the def2-TZVPD basis, the OMol25 dataset).

As for the energy above the lowest of the compared OMol25 structures with the same formula, charge and spin: 21.7 kcal per mole. As for the structure (SMILES): OCCO.OCCO.OCCO.OCCO.OCCO.OCCO.CO.CO.CO.

Structure (ORCA input):
```
! RIJCOSX wB97M-V def2-TZVPD def2/J DEFGRID3
* xyz 0 1
O 8.7150 10.3980 8.1046
O 12.3333 10.1629 12.3863
O 17.4583 8.0239 10.4295
O 13.4293 6.7858 13.3200
O 8.6761 7.5719 13.1835
O 15.3919 8.3986 12.2325
O 9.2460 9.3422 15.2767
O 11.1745 9.2220 6.8854
O 9.8889 11.8061 15.9415
O 8.4440 8.9992 5.8194
O 8.5225 8.0237 10.5564
O 12.7872 11.3171 9.7463
O 14.8749 6.3026 8.9740
O 14.8226 9.2885 9.3324
O 11.0433 7.7164 11.8540
C 9.5996 8.2484 5.3115
C 10.5307 8.0128 6.5020
C 11.1568 7.1640 10.5594
C 10.5542 9.7871 14.9029
C 10.9075 10.8689 15.9568
C 11.3357 10.7016 11.5159
C 11.6688 10.4813 10.0768
C 13.5694 5.3431 13.0632
C 7.9208 8.6643 12.7501
C 8.3625 11.7571 8.5548
C 14.4261 7.2202 8.0162
C 17.6011 7.6114 11.8233
C 16.2612 7.2244 12.3867
C 7.3348 8.3948 11.3715
C 14.9875 8.6357 8.1180
H 14.5522 8.0520 12.5504
H 10.8622 10.8236 9.4919
H 13.1316 10.5889 12.1393
H 7.1365 8.9174 13.5173
H 11.2928 11.8481 11.7691
H 14.5634 6.9057 6.9885
H 10.5378 9.7317 7.3953
H 9.2112 7.3428 4.8207
H 8.5321 9.5818 12.7257
H 11.2163 7.2941 6.2645
H 11.9123 11.3461 15.7031
H 7.3360 11.8136 8.8887
H 15.8462 6.3259 9.0747
H 9.8432 7.6192 7.3200
H 11.0913 10.3588 16.8855
H 12.6090 4.8209 13.0489
H 10.3135 10.2163 11.7628
H 9.5004 7.3908 12.7507
H 8.4669 10.2392 7.1995
H 17.9730 8.4803 12.4146
H 18.2564 8.5426 10.2063
H 11.1508 8.9033 14.9268
H 12.2412 6.9455 10.3374
H 15.8035 6.3946 11.9116
H 12.4904 6.8794 13.1838
H 10.5560 10.1888 13.8785
H 8.4616 12.5220 7.7443
H 10.1399 8.7970 4.5464
H 13.3226 7.1797 8.1032
H 11.8846 9.4374 9.7963
H 18.3092 6.7824 11.9686
H 9.1107 8.4367 14.9737
H 10.5865 6.2692 10.6131
H 6.7900 9.3076 11.0088
H 14.2117 5.2798 12.1031
H 16.4549 7.0555 13.4309
H 15.4791 9.0088 9.9667
H 8.4501 8.5888 9.7370
H 13.4062 10.6979 9.3489
H 10.6558 7.8426 9.8545
H 14.6016 9.2591 7.3708
H 8.9983 11.9467 9.4254
H 9.0197 11.3371 15.7457
H 8.0281 9.5220 5.1247
H 11.5319 8.5399 11.9113
H 14.2474 4.7945 13.7856
H 6.5845 7.5754 11.4914
H 16.0270 8.5393 7.8544
*
```

Atom charges from the Löwdin analysis, given in e for atoms 1 to 4: O -0.16; O -0.07; O -0.09; O -0.14

# C28H88O36P8

A cluster of 12 separate species, C28H88O36P8 in total in a non-equilibrium geometry (the ωB97M-V functional and the def2-TZVPD basis, the OMol25 dataset).

The energy comes out at -6559.5991 Ha. The expectation value of S² is 0.75.

Structure (ORCA input):
```
! RIJCOSX wB97M-V def2-TZVPD def2/J DEFGRID3
* xyz -1 2
P -4.8608 0.0657 6.9279
P 2.4692 -0.5496 4.2441
P 5.8180 2.4654 -2.0933
P 3.0044 -6.3282 0.1576
P 5.0059 -3.3713 -3.6705
P -0.1646 0.3446 -1.2118
P -3.3958 5.2062 1.7264
P -5.4860 -0.9495 1.5169
O -3.5654 -0.1335 5.9298
O 5.0260 1.7526 -0.8365
O -5.7463 -2.2982 2.1707
O -4.4076 -0.6795 8.3496
O 5.5300 -4.6930 -4.4297
O -2.5294 6.4992 2.3004
O -1.0662 -3.5843 -4.0329
O -3.5698 3.2793 -1.8376
O -5.2141 1.4748 7.1323
O 3.7916 -2.9557 -4.6021
O 0.6560 -1.0764 -1.0239
O 5.0372 1.9907 -3.4624
O 5.5291 4.0346 -1.9689
O -3.8694 -0.4623 1.4854
O 3.3402 -5.8104 1.6740
O 1.0069 4.3013 -2.4623
O 1.9165 -5.2778 -0.3861
O -6.2887 0.3026 2.1838
O -5.9285 -0.7789 -0.0351
O 3.2407 -0.1828 5.4092
O 0.8554 -0.5085 4.5039
O 0.1013 0.0180 -6.4196
O -0.7042 0.4779 0.3028
O -1.5504 -0.1796 -1.9245
O 7.2650 2.1587 -2.1858
O 0.6190 1.4552 -1.8416
O -4.9369 5.6566 1.8845
O -2.9826 4.7474 0.3438
O 2.6175 -7.7511 0.0188
O 4.7420 -3.5368 -2.2220
O -3.1526 4.1289 2.8955
O 6.1820 -2.3312 -4.0956
O -6.0335 -0.8386 6.3638
O 2.5876 0.4729 2.9832
O 4.3940 -6.0135 -0.6432
O 2.7637 -2.0320 3.6319
C -3.6414 -0.1307 4.5591
C -1.5919 -3.6017 -5.3041
C 2.2474 -5.5317 2.5444
C 2.7997 -2.1036 -4.1882
C 4.0254 -2.3826 2.9471
C 5.1811 0.3494 -0.6953
C -5.5835 6.4273 0.8924
C 0.8142 1.0386 -6.9225
C -3.1602 -0.3186 8.9160
C 3.6778 2.3515 -3.6484
C -5.6973 0.4397 -0.7017
C 5.4498 -6.9825 -0.7892
C -1.2867 1.7185 0.6247
C 3.6634 1.4248 3.0144
C -0.0805 -0.7539 3.5103
C -0.1126 5.0255 -1.9605
C -4.1145 3.0411 2.9899
C -4.2590 3.7676 -2.8755
C 1.6605 -5.1550 -1.7715
C 1.8498 -1.1522 -0.2787
C -2.8834 7.0971 3.5069
C -2.8610 -1.3013 1.0556
C 6.4504 4.8914 -1.2951
C 5.9802 -4.5630 -5.7859
C 7.3957 -2.3177 -3.3816
C -1.5384 -0.4027 -3.2926
C -7.7378 0.4232 2.0421
C -7.0115 -0.3887 5.4508
H 2.4463 -2.0153 -0.5741
H 3.8655 1.8182 2.0182
H 4.6860 -1.5318 2.7801
H -3.6943 7.8251 3.4826
H -1.0174 4.8104 -2.5290
H 7.3866 4.4056 -1.0200
H -8.1626 1.0847 2.7971
H 6.1695 -6.6961 -0.0222
H -0.5734 -0.2927 -3.7875
H -0.5878 0.1167 3.0946
H -3.8118 4.6553 -3.3229
H -2.7592 -1.1064 9.5538
H 4.7489 -0.4607 -1.2828
H -2.3870 -0.1585 8.1646
H 2.3764 -0.1985 -0.3132
H 2.8576 -1.1905 -4.7807
H 2.5341 -4.6813 3.1630
H 3.5221 3.1100 -4.4156
H -1.6835 -4.6171 -5.6895
H 4.5511 0.9924 3.4762
H 0.6853 1.0571 -8.0047
H -5.4884 0.4815 -1.7707
H 3.0631 1.5134 -3.9768
H -2.5774 -3.1372 -5.3379
H -4.3730 2.9638 -3.6028
H -6.2385 7.0958 1.4512
H -6.1819 5.8527 0.1854
H 7.0273 -4.8602 -5.8433
H -4.2823 2.7873 4.0366
H -0.2058 4.7952 -0.8992
H 2.2981 -4.3471 -2.1307
H 1.8853 -2.6917 -4.2661
H 0.3394 1.9281 -6.5086
H -3.3996 -1.0219 3.9799
H 5.5531 -5.3368 -6.4238
H -4.6591 0.0919 4.2386
H -3.2351 6.3686 4.2374
H 7.4325 -3.3034 -2.9178
H -7.9876 -0.4298 5.9342
H 7.4355 -1.5288 -2.6306
H -4.9681 7.1499 0.3564
H 2.9532 -1.9175 -3.1253
H 5.9347 -6.8878 -1.7608
H -1.0878 -2.9408 -6.0093
H -5.2177 4.1628 -2.5396
H -2.2065 0.3861 -3.6384
H 8.2033 -2.2466 -4.1102
H 0.6168 -4.8583 -1.8754
H -1.9572 7.5375 3.8761
H 1.7853 -6.0547 -2.3740
H -8.1472 -0.5870 2.0457
H -2.0005 -1.2338 1.7213
H -4.9081 0.9162 -0.1202
H -0.7959 0.2470 -6.6731
H 3.5616 2.2666 3.6993
H 0.1040 6.0916 -2.0279
H 6.2221 0.0267 -0.7092
H 1.9300 -6.3834 3.1460
H 4.4728 -3.2498 3.4328
H 3.7927 -2.6814 1.9250
H 0.3541 -1.1901 2.6109
H -3.1997 0.6426 9.4285
H 3.0965 2.6768 -2.7856
H -5.0988 3.2272 2.5604
H -3.0238 0.5893 4.0221
H 1.6456 -1.3641 0.7709
H -1.5251 2.3287 -0.2464
H -3.3234 3.9068 -1.1541
H -3.7047 2.1094 2.5999
H 5.2312 -8.0429 -0.6630
H -1.9882 -1.3342 -3.6362
H -8.0526 0.9609 1.1478
H -1.6400 -4.1514 -3.5126
H 5.8950 5.3946 -0.5037
H 6.8358 5.6975 -1.9193
H -6.8250 0.6340 5.1231
H 1.8555 1.0974 -6.6059
H -0.8517 -1.4493 3.8419
H -7.1079 -1.0742 4.6089
H -2.5665 -1.1205 0.0218
H -6.6284 1.0064 -0.7100
H -3.1780 -2.3441 1.0487
H 0.8697 3.3513 -2.4452
H 5.8650 -3.5613 -6.2001
H 4.8843 0.0691 0.3154
H -2.0702 1.4519 1.3340
H -0.6102 2.3615 1.1877
H 1.3332 -5.1835 2.0637
*
```

Atom charges from the Löwdin analysis, given in e for atoms 1 to 4: P 0.49; P 0.44; P 0.48; P 0.46

Q: Number 3 is which compound?
A: C15H48O15